Formula: C4H8O3
Source: the Open Molecules 2025 dataset
Level of theory: ωB97M-V/def2-TZVPD

Values from the calculation:
structure (SMILES): C[C@@H](O)[C@@H](O)C=O
energy above the lowest of the compared OMol25 structures with the same formula, charge and spin: 35.4 kcal per mole
Kohn-Sham gap: 10.98 eV
multiplicity: 1
LUMO: 0.73 eV
HOMO energy: -10.2 eV

Atoms and positions in Å:
C 0.2610 -1.4976 -0.6015
C 0.9134 -0.3473 0.1648
O 1.9036 0.2542 -0.6265
C -0.0952 0.7602 0.6641
O 0.1022 1.9581 -0.0438
C -1.5468 0.3505 0.5145
O -2.3016 0.9857 -0.1882
H 1.0492 -2.1523 -0.9832
H -0.3937 -2.0991 0.0415
H -0.3197 -1.1316 -1.4561
H 1.4028 -0.7664 1.0542
H 1.5724 1.1432 -0.8411
H 0.0857 0.9415 1.7335
H -0.7391 2.1392 -0.5026
H -1.8940 -0.5381 1.0706

Cartesian forces, eV/Å:
C -0.032 0.004 -0.031
C -0.169 -0.261 0.182
O 0.024 0.176 -0.040
C -0.031 -0.054 0.034
O -0.144 0.053 -0.077
C -0.200 0.174 -0.210
O 0.308 -0.322 0.328
H -0.104 0.100 0.045
H 0.092 0.100 -0.093
H 0.075 -0.020 0.104
H -0.073 0.065 -0.104
H 0.128 -0.112 -0.014
H -0.024 -0.013 -0.121
H 0.108 0.015 0.036
H 0.041 0.095 -0.039